1.
The following is a quantum chemistry calculation of a cluster of 2 separate species, C6H12N in total, from OMol25.

XYZ file:
```
19
Properties=species:S:1:pos:R:3
C 0.650 -1.331 -0.715
C -0.254 -0.851 0.256
C 1.083 -0.369 0.180
C 3.331 0.566 -0.288
C -3.459 0.177 0.486
C 2.267 0.289 0.718
N -2.487 0.128 -0.606
H 0.774 -1.906 -1.523
H -1.284 -0.628 0.244
H 4.219 0.808 0.300
H 3.096 1.369 -0.928
H 3.553 -0.284 -1.026
H -4.465 0.165 0.015
H -3.372 -0.767 0.983
H -3.267 0.966 1.304
H 1.892 1.304 1.254
H 2.590 -0.250 1.515
H -2.072 1.040 -0.766
H -2.796 -0.424 -1.402
```

gap between HOMO and LUMO: 9.22 eV
total energy: -7895.7697 eV
ΔE to the lowest compared entry with this formula, charge and spin: 414.1 kJ/mol
total charge: +1
multiplicity: 1
F_max: 6.24 eV Å⁻¹
molar mass: 98.17 g mol⁻¹
lowest unoccupied orbital energy: -4.19 eV

So, what does the Löwdin scheme give us? The charges, in e, come out as: number 1, C, carries 0.203; number 2, C, carries 0.209; number 3, C, carries -0.056; number 4, C, carries -0.083; number 5, C, carries -0.140; number 6, C, carries -0.198; number 7, N, carries -0.098; number 8, H, carries 0.093; number 9, H, carries 0.017; number 10, H, carries 0.093; number 11, H, carries 0.065; number 12, H, carries 0.120; number 13, H, carries 0.092; number 14, H, carries 0.056; number 15, H, carries 0.122; number 16, H, carries 0.192; number 17, H, carries 0.099; number 18, H, carries 0.100; number 19, H, carries 0.111

2.
The following is a quantum chemistry calculation of the molecule C5H7NS, from OMol25.

XYZ file:
```
14
Properties=species:S:1:pos:R:3
C 0.759 -0.764 0.563
C 1.052 0.548 -0.112
C 1.531 1.574 0.609
C 0.796 0.650 -1.549
C 0.257 -0.314 -2.303
H -1.370 0.842 0.342
H 1.617 -1.466 0.684
H 1.719 1.507 1.662
H 1.743 2.522 0.120
H 1.095 1.584 -2.020
H -0.023 -1.268 -1.876
H 0.113 -0.165 -3.376
N -0.355 -1.206 0.992
S -1.799 -0.330 0.892
```

SMILES: C=CC(=C)/C=N\S
gap between HOMO and LUMO: 9.45 eV
total energy: -17621.6823 eV
ΔE to the lowest compared entry with this formula, charge and spin: 189.4 kJ/mol
total charge: 0
multiplicity: 1
F_max: 0.99 eV Å⁻¹
molar mass: 113.18 g mol⁻¹
lowest unoccupied orbital energy: 0.49 eV

So, what does the natural (NBO) scheme give us? The charges, in e, come out as: number 1, C, carries 0.069; number 2, C, carries -0.125; number 3, C, carries -0.341; number 4, C, carries -0.227; number 5, C, carries -0.358; number 6, H, carries 0.092; number 7, H, carries 0.194; number 8, H, carries 0.208; number 9, H, carries 0.199; number 10, H, carries 0.209; number 11, H, carries 0.204; number 12, H, carries 0.208; number 13, N, carries -0.534; number 14, S, carries 0.202

3.
The following is a quantum chemistry calculation of a structure of composition C16H26AsBaI2N4O, from OMol25.

XYZ file:
```
51
Properties=species:S:1:pos:R:3
Ba -0.209 -0.161 -1.090
N -2.037 1.589 0.099
C -2.092 1.340 1.552
C -0.704 1.437 2.175
N 0.315 0.514 1.626
C 0.611 -0.681 2.434
C -0.205 -1.912 2.068
N 0.160 -2.421 0.725
H -1.490 2.428 -0.100
H -2.966 1.761 -0.268
H -2.526 0.350 1.727
H -2.738 2.057 2.068
H -0.800 1.289 3.256
H -0.335 2.454 2.021
H 1.173 1.035 1.490
H 0.458 -0.481 3.501
H 1.672 -0.915 2.317
H -1.271 -1.671 2.074
H -0.054 -2.674 2.838
H -0.396 -3.242 0.504
H 1.117 -2.763 0.753
I 0.548 5.045 -0.521
C 2.079 3.688 -0.673
C 3.402 4.140 -0.388
C 4.477 3.306 -0.433
I 6.346 4.063 -0.033
C 4.267 1.920 -0.742
C 5.310 0.965 -0.778
C 5.035 -0.342 -1.045
C 3.693 -0.705 -1.263
N 2.693 0.140 -1.251
C 2.964 1.470 -1.015
C 1.840 2.388 -1.033
O 0.652 1.914 -1.351
H 3.541 5.182 -0.135
H 6.327 1.283 -0.590
H 5.811 -1.094 -1.086
H 3.454 -1.747 -1.460
C -4.013 -2.392 0.315
As -3.029 -1.801 -1.261
C -4.546 -1.120 -2.297
C -2.886 -3.541 -2.152
H -4.877 -2.991 0.032
H -4.345 -1.526 0.886
H -3.355 -2.992 0.944
H -5.346 -1.859 -2.327
H -4.229 -0.896 -3.314
H -4.916 -0.205 -1.837
H -3.866 -4.013 -2.187
H -2.200 -4.187 -1.604
H -2.512 -3.425 -3.168
```

gap between HOMO and LUMO: 7.27 eV
total energy: -102752.9119 eV
ΔE to the lowest compared entry with this formula, charge and spin: 25.3 kJ/mol
total charge: +1
multiplicity: 1
F_max: 1.87 eV Å⁻¹
molar mass: 756.47 g mol⁻¹
lowest unoccupied orbital energy: -2.60 eV

So, what does the Löwdin scheme give us? The charges, in e, come out as: number 1, Ba, carries 1.738; number 2, N, carries -0.111; number 3, C, carries -0.253; number 4, C, carries -0.196; number 5, N, carries -0.150; number 6, C, carries -0.214; number 7, C, carries -0.257; number 8, N, carries -0.097; number 9, H, carries 0.031; number 10, H, carries 0.079; number 11, H, carries 0.093; number 12, H, carries 0.121; number 13, H, carries 0.122; number 14, H, carries 0.119; number 15, H, carries 0.101; number 16, H, carries 0.122; number 17, H, carries 0.126; number 18, H, carries 0.098; number 19, H, carries 0.120; number 20, H, carries 0.065; number 21, H, carries 0.079; number 22, I, carries 0.974; number 23, C, carries -0.680; number 24, C, carries -0.228; number 25, C, carries -0.704; number 26, I, carries 0.980; number 27, C, carries -0.202; number 28, C, carries -0.036; number 29, C, carries -0.040; number 30, C, carries -0.150; number 31, N, carries 0.009; number 32, C, carries -0.166; number 33, C, carries -0.481; number 34, O, carries -0.554; number 35, H, carries 0.075; number 36, H, carries 0.061; number 37, H, carries 0.111; number 38, H, carries 0.107; number 39, C, carries -0.322; number 40, As, carries 0.915; number 41, C, carries -0.317; number 42, C, carries -0.321; number 43, H, carries 0.036; number 44, H, carries 0.021; number 45, H, carries 0.016; number 46, H, carries 0.034; number 47, H, carries 0.026; number 48, H, carries 0.021; number 49, H, carries 0.034; number 50, H, carries 0.017; number 51, H, carries 0.026

What is the multiplicity in the second record? 1

What is the formula in the second record? C5H7NS

Which formula does entry 3 have? C16H26AsBaI2N4O

The lowest F_max belongs to which entry? C5H7NS